1.
DFT (ωB97M-V/def2-TZVPD) results for a single C5H9O5 molecule in a non-equilibrium geometry.

Element x y z (Å)
H 1.810 0.855 -0.815
C 0.723 0.983 -0.911
C 0.178 1.559 -1.990
C -0.154 0.400 0.192
C 0.218 0.814 1.620
C -0.379 -1.204 0.005
O -1.638 -1.557 0.441
H -1.611 -1.915 1.359
O 0.609 -1.975 0.628
O 1.844 -1.949 -0.188
H 1.712 -2.692 -0.811
O -1.402 0.993 -0.138
O -2.346 0.593 0.791
H -0.914 1.639 -2.202
H 0.835 1.934 -2.779
H 1.227 0.470 1.859
H 0.200 1.910 1.697
H -0.492 0.411 2.325
H -0.421 -1.271 -1.084

Its HOMO energy (spin up / spin down) is -0.3519 / -0.3581 Eh. Its strongest force on any atom is 3.508 eV/Å. The HOMO-LUMO gap (spin up / spin down) is 10.16 / 9.24 eV. As for the spin multiplicity: 2. The energy above the lowest of the compared OMol25 structures with the same formula, charge and spin comes out at 337.30 kJ/mol.

2.
DFT (ωB97M-V/def2-TZVPD) results for 2 unconnected molecules or ions with the total composition C5H9P in a non-equilibrium geometry.

Element x y z (Å)
C -1.625 0.112 3.362
C -2.646 0.374 2.882
C 0.256 0.414 -2.321
C 0.449 -1.201 0.091
C 1.501 0.905 -1.506
P -0.012 0.560 -0.516
H -0.702 -0.039 3.918
H -0.210 1.150 -2.955
H 0.460 -0.454 -2.777
H 0.540 -1.882 -0.867
H 1.509 -0.992 0.387
H -0.169 -1.478 0.901
H 1.849 1.916 -1.566
H -3.487 0.521 2.290
H 2.286 0.094 -1.321

Its HOMO energy is -0.3301 Eh. Its strongest force on any atom is 5.730 eV/Å. The HOMO-LUMO gap is 10.19 eV. As for the SMILES: CP1CC1.C#C. The energy above the lowest of the compared OMol25 structures with the same formula, charge and spin comes out at 250.96 kJ/mol.

3.
DFT (ωB97M-V/def2-TZVPD) results for a single C5H9P molecule in a non-equilibrium geometry.

Element x y z (Å)
C 1.107 1.192 1.171
C 1.735 1.181 0.041
C 0.057 0.207 1.639
C -0.767 -0.482 0.544
C -0.697 -0.941 -2.221
P 0.248 -1.426 -0.706
H 1.334 1.920 1.960
H 2.507 1.701 -0.473
H 0.573 -0.558 2.230
H -0.629 0.724 2.317
H -1.424 -1.201 1.050
H -1.393 0.248 0.025
H -0.147 -1.262 -3.103
H -0.842 0.138 -2.254
H -1.665 -1.442 -2.221

Its HOMO energy (spin up / spin down) is -0.3099 / -0.2823 Eh. Its strongest force on any atom is 1.382 eV/Å. The HOMO-LUMO gap (spin up / spin down) is 8.30 / 7.78 eV. The energy above the lowest of the compared OMol25 structures with the same formula, charge and spin comes out at 242.34 kJ/mol.

4.
DFT (ωB97M-V/def2-TZVPD) results for a single C5H9P molecule in a non-equilibrium geometry.

Element x y z (Å)
C 2.400 0.378 -1.229
C 1.511 0.426 -0.249
C -0.327 -0.811 1.099
C 0.254 -0.379 -0.205
C -0.990 0.422 0.450
P -2.644 0.701 -0.184
H 3.216 0.975 -1.232
H 2.283 -0.416 -2.085
H 1.631 0.994 0.756
H -0.670 -1.848 1.171
H 0.013 -0.645 2.160
H -0.075 -0.958 -1.156
H -0.398 1.341 0.660
H -3.251 0.443 0.979
H -2.953 -0.623 -0.934

Its HOMO energy is -0.3298 Eh. Its strongest force on any atom is 4.236 eV/Å. The HOMO-LUMO gap is 10.14 eV. As for the SMILES: C=C[C@H]1C[C@@H]1P. The energy above the lowest of the compared OMol25 structures with the same formula, charge and spin comes out at 209.84 kJ/mol.

5.
DFT (ωB97M-V/def2-TZVPD) results for 2 unconnected molecules or ions with the total composition C5H9P in a non-equilibrium geometry.

Element x y z (Å)
C -0.874 2.049 0.049
C -2.077 -0.815 -0.048
C -0.734 -0.797 -0.734
C -0.833 -0.754 0.806
C 2.999 -0.209 0.040
P 0.068 0.610 -0.052
H -1.221 2.504 -0.868
H -0.510 2.696 0.968
H -2.580 0.130 -0.254
H -2.560 -1.686 -0.007
H -0.495 -1.684 -1.389
H -0.443 -1.550 1.555
H 2.781 -0.999 0.736
H 3.553 -0.366 -0.912
H 2.925 0.871 0.111

Its HOMO energy (spin up / spin down) is -0.2711 / -0.3403 Eh. Its strongest force on any atom is 4.827 eV/Å. The HOMO-LUMO gap (spin up / spin down) is 8.50 / 8.56 eV. As for the spin multiplicity: 3. The energy above the lowest of the compared OMol25 structures with the same formula, charge and spin comes out at 222.46 kJ/mol.

6.
DFT (ωB97M-V/def2-TZVPD) results for a single C5HBrClN molecule in a non-equilibrium geometry.

Element x y z (Å)
C -0.525 1.603 0.130
C 0.453 2.438 0.001
C -0.044 0.320 0.076
C 1.427 0.191 0.100
C 2.235 1.307 0.113
N 1.665 2.666 0.014
Cl 3.937 1.203 -0.007
Br 2.281 -1.590 -0.052
H -0.488 -0.656 0.055

Its HOMO energy (spin up / spin down) is -0.3640 / -0.3640 Eh. Its strongest force on any atom is 2.855 eV/Å. The HOMO-LUMO gap (spin up / spin down) is 9.14 / 9.14 eV. As for the SMILES: ClC1=C(Br)C=C=C=N1. The energy above the lowest of the compared OMol25 structures with the same formula, charge and spin comes out at 0.00 kJ/mol.

7.
DFT (ωB97M-V/def2-TZVPD) results for a single C5HF2NO2 molecule in a non-equilibrium geometry.

Element x y z (Å)
C 0.922 -0.479 -1.929
C 0.893 0.220 -0.968
C 0.549 0.936 0.217
C 0.530 2.277 0.297
C -1.271 -1.308 0.833
N -0.457 -0.799 1.607
O 0.508 0.143 1.420
O 0.634 3.441 0.288
F -1.632 -0.832 -0.404
F -1.868 -2.371 1.237
H 1.193 -1.228 -2.598

Its HOMO energy is -0.3377 Eh. Its strongest force on any atom is 3.082 eV/Å. The HOMO-LUMO gap is 8.73 eV. As for the SMILES: C#CC(=C=O)ON=C(F)F. The energy above the lowest of the compared OMol25 structures with the same formula, charge and spin comes out at 0.00 kJ/mol.

8.
DFT (ωB97M-V/def2-TZVPD) results for a molecular structure, C60H101CoF12N11O16S4V in a non-equilibrium geometry.

Element x y z (Å)
V 2.847 -0.801 1.546
Co 0.760 3.127 2.245
C 7.230 -1.700 1.718
F 7.403 -2.848 1.040
F 8.295 -1.507 2.552
F 7.235 -0.647 0.831
S 5.684 -1.655 2.772
O 4.661 -1.764 1.701
O 5.730 -2.767 3.659
O 5.614 -0.371 3.401
C 3.433 1.546 5.422
F 4.002 0.800 6.307
F 2.735 2.469 6.071
F 4.380 2.147 4.660
S 2.130 0.679 4.406
O 1.675 1.795 3.572
O 2.897 -0.339 3.598
O 1.111 0.117 5.289
C -0.389 0.418 -1.122
F -1.597 0.760 -1.572
F -0.092 -0.801 -1.554
F 0.519 1.233 -1.662
S -0.389 0.495 0.823
O 0.837 -0.108 1.323
O -0.533 1.957 1.086
O -1.536 -0.301 1.222
C 3.934 2.596 -1.252
F 3.284 1.757 -2.021
F 5.227 2.381 -1.335
F 3.682 3.861 -1.676
S 3.561 2.401 0.635
O 2.130 2.820 0.665
O 3.709 0.949 0.783
O 4.457 3.196 1.385
C -4.989 4.666 -3.748
C -4.645 3.186 -4.046
C -4.329 2.961 -5.530
C -2.924 3.408 -5.901
N -1.861 3.720 -6.242
H -4.183 5.236 -4.218
H -5.024 4.872 -2.716
H -5.946 4.969 -4.153
H -5.415 2.477 -3.668
H -3.722 2.960 -3.515
H -4.993 3.476 -6.244
H -4.364 1.864 -5.625
C 3.539 5.666 6.145
C 4.441 6.134 5.002
C 4.514 5.089 3.861
C 3.168 4.718 3.361
N 2.107 4.567 3.010
H 3.877 4.787 6.661
H 2.517 5.502 5.769
H 3.428 6.505 6.832
H 5.468 6.406 5.298
H 4.112 7.055 4.607
H 4.970 4.166 4.106
H 4.991 5.396 2.916
C -3.850 -1.180 5.068
C -3.337 -0.256 3.956
C -2.254 0.705 4.498
C -2.873 1.701 5.471
N -3.371 2.494 6.133
H -3.052 -1.758 5.530
H -4.584 -1.862 4.597
H -4.398 -0.527 5.732
H -4.230 0.261 3.527
H -2.882 -0.818 3.148
H -1.629 1.256 3.763
H -1.538 0.057 5.029
C -4.225 -4.985 -4.529
C -3.814 -5.836 -3.307
C -3.008 -7.067 -3.743
C -3.875 -7.997 -4.468
N -4.597 -8.707 -5.022
H -3.327 -4.502 -4.963
H -4.974 -4.223 -4.330
H -4.673 -5.614 -5.316
H -4.654 -6.181 -2.707
H -3.179 -5.239 -2.617
H -2.543 -7.644 -2.923
H -2.199 -6.818 -4.467
C -5.737 1.677 -0.779
C -5.195 1.825 0.670
C -3.687 2.248 0.762
C -3.490 3.614 0.312
N -3.373 4.703 -0.111
H -6.751 1.192 -0.877
H -5.040 1.067 -1.335
H -5.718 2.665 -1.243
H -5.238 0.897 1.239
H -5.774 2.555 1.290
H -3.058 1.554 0.218
H -3.327 2.204 1.830
C -3.435 -2.225 -0.475
C -4.568 -2.917 -1.241
C -5.874 -2.207 -1.013
C -6.134 -2.026 0.420
N -6.271 -1.834 1.560
H -2.468 -2.747 -0.543
H -3.609 -2.170 0.620
H -3.361 -1.189 -0.802
H -4.720 -3.962 -1.063
H -4.305 -2.821 -2.322
H -6.765 -2.645 -1.420
H -5.748 -1.188 -1.385
C 2.382 3.685 -5.606
C 2.629 2.267 -5.133
C 4.083 1.847 -4.970
C 4.839 1.936 -6.243
N 5.529 1.986 -7.161
H 2.700 3.855 -6.630
H 2.864 4.439 -5.011
H 1.330 3.983 -5.555
H 2.144 1.591 -5.855
H 2.140 2.167 -4.179
H 4.139 0.860 -4.487
H 4.492 2.530 -4.226
C -1.226 0.729 -4.714
C -1.645 -0.580 -5.280
C -2.388 -1.470 -4.240
C -3.706 -0.832 -3.921
N -4.637 -0.148 -3.776
H -0.531 0.594 -3.870
H -2.029 1.380 -4.439
H -0.570 1.307 -5.387
H -0.875 -1.192 -5.716
H -2.361 -0.424 -6.090
H -1.855 -1.657 -3.326
H -2.619 -2.484 -4.617
C 0.152 4.091 -2.797
C -0.995 5.072 -2.551
C -0.602 6.009 -1.367
C -0.248 5.273 -0.157
N 0.041 4.671 0.765
H 1.100 4.630 -3.058
H -0.154 3.356 -3.551
H 0.320 3.493 -1.884
H -1.917 4.528 -2.337
H -1.163 5.707 -3.425
H -1.349 6.759 -1.197
H 0.325 6.546 -1.582
C 0.003 -4.085 -2.228
C 0.086 -4.121 -3.740
C 1.073 -5.208 -4.223
C 2.396 -4.860 -3.833
N 3.360 -4.382 -3.495
H -0.533 -3.153 -1.959
H 0.933 -3.994 -1.692
H -0.502 -4.951 -1.761
H 0.374 -3.164 -4.215
H -0.876 -4.316 -4.174
H 1.015 -5.234 -5.323
H 0.770 -6.172 -3.817
C -4.643 5.606 5.329
C -3.211 5.583 4.899
C -3.130 4.588 3.682
C -1.803 3.967 3.565
N -0.777 3.461 3.511
H -5.012 4.620 5.609
H -5.261 5.973 4.475
H -4.840 6.291 6.191
H -2.530 5.316 5.677
H -2.888 6.518 4.461
H -3.336 5.047 2.727
H -3.811 3.783 3.892
C 4.795 -2.037 -1.485
C 3.383 -1.557 -1.530
O 2.761 -1.270 -0.520
C 2.724 -1.336 -2.867
H 4.937 -2.953 -2.063
H 5.219 -2.170 -0.496
H 5.356 -1.226 -1.922
H 2.236 -0.367 -2.929
H 1.897 -2.038 -2.921
H 3.338 -1.505 -3.732
C 3.561 -5.617 6.093
C 2.998 -4.261 5.554
O 2.317 -4.159 4.541
C 3.269 -3.114 6.482
H 3.529 -6.403 5.356
H 2.802 -5.831 6.856
H 4.469 -5.437 6.645
H 4.328 -3.125 6.580
H 2.873 -3.418 7.439
H 2.881 -2.168 6.156
C 5.586 -6.281 -0.237
C 4.436 -5.368 0.184
O 3.664 -4.910 -0.600
C 4.388 -5.067 1.646
H 5.305 -7.290 0.037
H 6.423 -6.038 0.399
H 5.731 -6.083 -1.318
H 5.296 -4.640 2.080
H 4.182 -5.958 2.240
H 3.603 -4.316 1.727
C 0.076 -4.141 1.209
C 0.718 -3.085 2.113
O 1.795 -2.625 1.820
C -0.038 -2.553 3.228
H 0.884 -4.550 0.576
H -0.593 -3.542 0.549
H -0.498 -4.964 1.663
H 0.409 -3.119 4.054
H -1.107 -2.779 3.163
H 0.217 -1.527 3.391

Its HOMO energy (spin up / spin down) is -0.2644 / -0.3358 Eh. Its strongest force on any atom is 3.264 eV/Å. The HOMO-LUMO gap (spin up / spin down) is 7.18 / 9.05 eV. As for the spin multiplicity: 7.